Below is a structure of composition C30H45FGeN3O2SeV, with properties calculated with the ωB97M-V functional and the def2-TZVPD basis.

XYZ file:
```
84
C30H45FGeN3O2SeV, DFT the ωB97M-V functional and the def2-TZVPD basis
V -1.11 -0.92 0.81
C 0.49 -0.97 -2.82
C -0.22 0.34 -2.36
C -0.79 0.96 -3.65
C 0.69 1.17 -1.54
C 1.81 1.73 -2.11
C 2.68 2.59 -1.43
C 2.40 2.86 -0.11
C 1.26 2.35 0.55
C 1.04 2.91 1.94
C 0.48 1.94 2.96
C 0.19 4.17 1.89
C 0.40 1.50 -0.20
N -0.78 1.00 0.37
C -1.84 1.92 0.34
C -2.00 2.95 -0.63
C -3.04 3.89 -0.61
C -3.95 3.88 0.46
C -3.90 2.84 1.37
C -2.87 1.93 1.30
F -2.80 1.06 2.32
H -0.32 -1.64 -3.18
H 0.98 -1.54 -2.03
H 1.22 -0.77 -3.61
H -1.01 0.06 -1.72
H -0.04 1.44 -4.28
H -1.58 1.69 -3.44
H -1.24 0.14 -4.18
H 2.03 1.39 -3.11
H 3.53 3.01 -1.98
H 3.07 3.53 0.41
H 2.02 3.21 2.29
H -0.60 2.06 3.13
H 0.90 2.08 3.98
H 0.65 0.90 2.63
H -0.85 3.91 1.59
H 0.54 4.95 1.15
H 0.11 4.57 2.88
H -1.28 2.97 -1.46
H -3.10 4.65 -1.40
H -4.69 4.61 0.69
H -4.60 2.73 2.16
C -6.03 -0.06 -0.09
C -5.08 0.03 -1.08
C -3.74 -0.31 -0.78
N -3.35 -0.74 0.38
C -4.24 -0.90 1.33
C -5.57 -0.53 1.16
H -7.04 0.19 -0.27
H -5.36 0.44 -2.05
H -2.94 -0.16 -1.52
H -3.88 -1.27 2.28
H -6.20 -0.57 2.05
C 4.23 -2.79 -1.80
Ge 4.69 -1.56 -0.39
C 5.26 -2.66 1.16
C 5.73 0.01 -0.93
C 3.02 -0.67 0.13
Se 1.71 -1.75 1.03
C 2.22 -1.56 2.90
H 5.12 -3.42 -2.08
H 3.86 -2.31 -2.73
H 3.48 -3.44 -1.38
H 6.07 -3.39 0.95
H 4.39 -3.22 1.49
H 5.58 -1.96 1.99
H 6.80 -0.10 -0.97
H 5.54 0.78 -0.14
H 5.34 0.36 -1.90
H 2.51 -0.46 -0.78
H 3.17 0.28 0.61
H 3.16 -2.12 3.05
H 1.40 -1.92 3.57
H 2.35 -0.50 3.11
N -1.71 -5.89 0.74
C -1.63 -4.94 -0.39
C -1.42 -3.56 0.08
O -1.20 -2.59 -0.63
O -1.52 -3.36 1.39
H -0.98 -6.60 0.74
H -2.57 -6.42 0.66
H -1.72 -4.25 1.82
H -2.48 -4.97 -1.01
H -0.84 -5.19 -1.08
```

Computed properties:
⟨S²⟩: 3.762
Relative energy (zero: lowest compared OMol25 entry of this formula, charge and spin) (kcal per mole): 7.00
Energy (eV): -190668.2348
Highest occupied orbital energy (alpha / beta) (eV): -9.6 / -9.8
Total charge: +1
Spin multiplicity: 4

These are the Mulliken partial charges, in e, on atoms 1 to 8:
1 V 0.42
2 C -1.67
3 C 2.20
4 C -1.56
5 C 0.75
6 C 0.12
7 C -1.58
8 C -1.31